[1]
A structure of composition C30H80O30S10 at a distorted geometry. Source: the OMol25 dataset; level of theory: wB97M-V/def2-TZVPD.

Output
relative energy (zero: lowest compared OMol25 entry of this formula, charge and spin) = 37.391 eV
calculated total energy = -7428.6476 Ha

```
150
Properties=species:S:1:pos:R:3:forces:R:3:lowdin_charge:R:1
O 10.4999 -12.1740 10.0435 -1.98 1.05 -0.91 -0.22
S 9.7566 -10.9937 9.5943 4.89 -0.74 0.08 0.89
O 8.7357 -11.0129 8.5143 2.72 -4.75 10.12 -0.43
O 9.0884 -10.2739 10.9269 4.16 2.79 -1.24 -0.34
C 9.8258 -10.1599 12.0734 5.91 2.75 1.28 -0.36
C 9.4243 -9.0754 12.9490 -0.67 2.17 1.59 -0.05
C 11.0507 -9.7528 9.1239 -2.64 -2.53 1.66 -0.12
H 10.8650 -9.9696 11.8052 0.34 0.13 -0.22 0.13
H 9.8494 -11.0182 12.7448 1.44 2.09 -1.59 0.02
H 9.8832 -9.3007 13.9116 0.06 -0.12 0.26 0.12
H 8.3559 -9.0699 13.1649 0.72 0.24 -0.53 0.03
H 9.7965 -8.0701 12.7515 -0.48 -0.13 -0.53 0.06
H 11.7596 -9.6350 9.9435 -1.17 -0.28 0.38 0.06
H 10.5614 -8.8202 8.8428 -0.86 -1.62 1.62 0.06
H 11.6644 -10.1262 8.3042 -1.00 -0.67 0.33 0.08
O 9.2710 -2.4076 11.5024 0.59 -1.31 -0.37 -0.30
S 9.4431 -3.5773 10.6693 -0.03 0.02 -2.03 0.67
O 10.3509 -3.5116 9.4953 -1.65 -0.26 2.18 -0.33
O 9.9091 -4.8259 11.5958 0.27 1.31 -0.08 -0.24
C 10.5454 -5.9833 11.0380 0.02 -2.06 0.22 -0.27
C 11.5046 -6.5956 12.0691 1.10 1.73 -0.21 -0.07
C 7.7818 -4.1546 10.1841 1.03 1.14 0.94 -0.11
H 11.0858 -5.8486 10.1011 -0.12 0.82 0.00 0.10
H 9.7694 -6.7183 10.8241 0.69 0.99 0.37 0.05
H 12.0114 -7.5298 11.8269 -1.01 -0.60 -0.18 0.08
H 11.1144 -6.5529 13.0859 0.04 -0.23 -0.15 0.08
H 12.3949 -5.9684 12.0243 0.10 0.58 0.66 0.07
H 7.2950 -3.4636 9.4959 0.24 0.53 0.36 0.08
H 7.2329 -4.2685 11.1189 -0.03 0.16 -0.05 0.08
H 7.7953 -5.0740 9.5986 0.80 1.13 1.38 -0.06
O 4.9931 -11.0210 7.9590 1.28 -0.43 -0.47 -0.22
S 5.9703 -11.1183 6.9062 0.84 -1.46 -2.37 0.73
O 6.6030 -9.9344 6.3634 -2.23 -3.20 -1.68 -0.31
O 7.2593 -12.1342 7.1928 -2.20 2.00 -0.92 -0.31
C 7.2767 -13.1079 8.1928 -0.88 -4.00 -1.91 -0.23
C 8.1991 -14.2984 7.7118 1.55 0.80 2.09 -0.02
C 5.2922 -12.0153 5.4805 -1.18 -0.56 1.18 -0.08
H 6.3162 -13.6233 8.1951 -0.62 0.48 0.39 0.13
H 7.4822 -12.7362 9.1967 0.02 -1.12 -4.05 0.02
H 9.2065 -14.0530 8.0481 0.40 0.32 -0.33 0.07
H 8.3416 -14.6473 6.6891 -0.93 0.45 -0.03 0.07
H 8.0502 -15.1608 8.3616 -0.70 -0.13 -0.14 0.08
H 5.9586 -12.5506 4.8042 0.52 0.83 0.18 0.07
H 4.5673 -11.3657 4.9901 0.32 0.13 -0.11 0.08
H 4.7068 -12.8145 5.9353 -0.19 -0.05 0.14 0.07
O 1.6244 -11.3140 9.7868 0.84 -0.01 1.19 -0.26
S 2.0689 -10.7171 11.0308 -3.31 2.50 -1.19 0.75
O 3.2182 -11.1532 11.7583 -1.25 -1.66 -0.44 -0.35
O 2.3725 -9.0751 10.6831 -3.87 -3.53 0.18 -0.46
C 1.9072 -8.5235 9.4885 0.22 -0.19 -1.92 -0.25
C 3.0746 -8.5428 8.4597 -0.95 1.13 -0.05 -0.03
C 0.6933 -10.4164 12.1943 1.34 -2.22 -1.42 -0.09
H 1.5163 -7.5204 9.6589 0.38 0.10 0.39 0.11
H 1.0254 -9.0702 9.1543 0.14 -0.18 -0.34 0.12
H 2.8629 -7.7883 7.7020 -0.36 -0.25 -0.44 0.08
H 3.2297 -9.5205 8.0035 -0.01 0.19 0.18 0.06
H 3.9914 -8.1314 8.8820 -0.07 -0.43 0.20 0.06
H 0.8811 -9.5286 12.7982 0.86 -1.21 -0.86 -0.03
H 0.6744 -11.2691 12.8730 -0.08 -0.04 -0.11 0.07
H -0.2745 -10.3525 11.6969 0.35 0.13 -0.36 0.09
O -0.3940 -7.3247 11.5301 0.97 -1.19 2.56 -0.29
S 0.0283 -7.4526 12.9480 -0.77 2.54 0.84 0.79
O 0.0956 -8.7106 13.7246 -2.60 4.48 -1.42 -0.37
O 1.4676 -6.6875 13.1284 -2.63 0.05 0.03 -0.23
C 2.5736 -7.1238 12.3652 0.07 -1.82 0.29 -0.28
C 3.7584 -6.9467 13.2318 0.07 1.69 -0.45 -0.06
C -0.9776 -6.1724 13.9286 1.12 -0.77 -0.21 -0.06
H 2.6251 -6.7402 11.3462 -0.12 0.92 0.24 0.13
H 2.4739 -8.1909 12.1668 -0.21 0.66 0.92 0.08
H 4.5956 -7.2600 12.6081 0.12 0.22 0.49 0.07
H 3.6502 -7.5267 14.1483 0.08 0.95 -0.79 0.07
H 3.8454 -5.8912 13.4895 0.35 0.21 -0.08 0.10
H -0.2653 -5.4149 14.2558 0.06 0.03 -0.45 0.06
H -1.3510 -6.5906 14.8634 -0.20 -0.46 -0.41 0.06
H -1.7459 -5.7533 13.2789 0.15 -0.25 0.06 0.06
O 7.0457 -10.6394 13.2004 2.90 -2.52 -1.46 -0.33
S 7.7241 -11.7444 12.5325 -2.93 -3.14 -2.14 0.87
O 9.0969 -12.1244 12.7761 -4.37 -4.53 1.35 -0.23
O 6.8714 -13.1738 12.8427 -0.18 0.91 -0.92 -0.25
C 5.3855 -13.1662 12.7614 -0.30 -0.26 3.51 -0.21
C 4.8040 -14.3858 13.5888 1.46 -0.55 -1.51 -0.06
C 7.4265 -11.5837 10.6587 -3.16 -1.01 2.28 -0.09
H 4.8652 -13.1722 11.8036 0.88 0.45 -0.27 0.12
H 5.1348 -12.3500 13.4390 -0.37 0.61 -1.00 0.06
H 3.7194 -14.4912 13.5614 -0.01 0.57 -0.15 0.07
H 5.1518 -14.5168 14.6135 0.11 0.56 -0.07 0.08
H 5.1826 -15.2452 13.0353 -0.09 -0.45 0.19 0.07
H 8.0290 -10.7285 10.3526 -3.49 -2.27 0.08 -0.05
H 6.4976 -11.0386 10.4913 -1.00 -2.06 0.58 0.07
H 7.5522 -12.5231 10.1203 0.04 0.99 4.13 0.04
O 11.6379 -10.1921 6.4635 0.98 -1.68 -2.14 -0.31
S 10.3944 -10.2626 5.7477 -3.28 -1.33 0.60 0.77
O 10.0675 -9.6304 4.4802 1.16 -0.48 1.07 -0.26
O 10.1013 -11.8720 5.6040 -0.34 0.15 -0.18 -0.24
C 8.8933 -12.3366 4.9135 0.06 0.59 -2.24 -0.22
C 9.2465 -12.6403 3.3829 -0.25 0.35 1.43 -0.04
C 9.1247 -9.7601 7.0267 4.01 -2.73 -9.31 -0.31
H 8.0643 -11.6299 4.9504 0.54 0.79 -0.09 0.08
H 8.4148 -13.1446 5.4670 1.10 -0.35 -0.21 0.07
H 9.4311 -11.7352 2.8042 0.46 0.27 0.57 0.06
H 8.4324 -13.0657 2.7960 -0.18 -0.60 0.52 0.06
H 10.1302 -13.2784 3.3875 -0.13 -0.04 -0.31 0.07
H 8.5630 -10.6560 7.2911 0.69 1.52 -3.81 0.01
H 8.4550 -9.0872 6.4911 2.13 -2.50 -3.49 0.08
H 9.6725 -9.2970 7.8474 -0.20 -1.84 -1.30 0.03
O 7.4838 -6.0246 8.5969 -0.17 -4.85 -1.18 -0.28
S 7.6306 -7.3988 9.1335 -2.91 -0.81 -0.19 0.83
O 8.6385 -7.6656 10.1472 -1.77 -0.36 -1.27 -0.27
O 6.1129 -7.7619 9.7214 0.72 1.53 0.20 -0.24
C 6.0311 -8.8535 10.6342 -0.35 -1.97 0.09 -0.22
C 4.5694 -9.4138 10.9052 4.14 2.46 0.60 -0.06
C 7.6448 -8.7061 7.8764 -3.68 5.51 5.09 -0.20
H 6.5890 -8.6700 11.5525 -0.21 0.49 -0.50 0.08
H 6.6005 -9.6869 10.2228 -0.30 1.16 -0.53 0.05
H 4.5114 -9.9428 11.8564 1.39 0.20 -0.42 0.07
H 4.1795 -10.0456 10.1071 0.89 0.52 0.07 0.06
H 3.8801 -8.6119 11.1697 1.88 0.00 -0.73 0.06
H 6.7234 -8.6572 7.2961 0.67 1.68 1.06 0.10
H 7.6992 -9.7076 8.3033 -0.69 1.60 0.90 0.08
H 8.5528 -8.4742 7.3197 -5.35 2.59 2.51 -0.05
O 13.5883 -9.4310 9.8512 0.15 2.25 -2.97 -0.31
S 13.5156 -8.4201 8.7483 1.66 0.43 1.47 0.78
O 14.1602 -8.6164 7.4457 -1.34 0.16 2.51 -0.25
O 11.9040 -8.0203 8.5329 5.46 2.61 1.69 -0.38
C 11.5410 -7.6864 7.2719 -1.89 2.46 -3.85 -0.28
C 10.0420 -7.2473 7.1855 1.89 0.97 0.98 -0.02
C 13.9722 -6.8287 9.5680 -0.05 -0.25 -1.34 -0.07
H 11.6989 -8.5516 6.6279 0.49 1.60 0.05 0.06
H 11.9842 -6.7534 6.9237 0.98 -0.26 -0.02 0.14
H 9.4426 -8.1300 7.4085 3.17 4.16 -0.44 -0.03
H 9.8575 -6.7025 6.2597 -0.09 -0.85 -0.47 0.13
H 9.8717 -6.4298 7.8860 -0.03 -0.23 0.52 0.09
H 13.0949 -6.5320 10.1428 0.45 -0.28 0.22 0.02
H 14.1105 -6.0785 8.7894 -0.15 -0.12 -0.24 0.08
H 14.9253 -6.8802 10.0944 -0.34 -0.46 0.23 0.08
O 3.3415 -10.3772 16.7269 -0.96 1.22 -4.15 -0.32
S 2.8253 -10.0319 15.3459 -0.55 -0.20 2.00 0.78
O 1.5591 -9.2844 15.2185 3.87 -1.52 1.12 -0.31
O 3.9449 -9.1804 14.4196 -1.74 -2.65 1.66 -0.32
C 5.3319 -9.5734 14.4024 0.42 0.15 2.18 -0.24
C 6.2172 -8.3782 13.9824 -1.21 -1.24 -0.74 -0.04
C 2.6623 -11.6272 14.4658 1.03 0.01 0.52 -0.12
H 5.5495 -10.4694 13.8213 -1.59 0.88 0.17 0.06
H 5.6384 -9.8445 15.4127 -0.32 -0.03 0.38 0.12
H 5.8186 -7.4320 14.3483 0.60 -0.22 0.22 0.09
H 6.0931 -8.4500 12.9019 0.30 0.98 0.64 0.03
H 7.2607 -8.6243 14.1789 -0.65 0.60 0.70 0.07
H 3.5771 -12.1080 14.8122 -0.27 -0.45 0.26 0.05
H 2.7340 -11.6522 13.3784 -0.08 0.79 0.67 0.01
H 1.7684 -12.1817 14.7512 0.11 0.35 0.62 0.09
```
Positions in Å, forces in eV/Å.

---

[2]
A cluster of 7 separate species, C38H88Cl2O18 in total at a distorted geometry. Source: the OMol25 dataset; level of theory: wB97M-V/def2-TZVPD.

Output
SMILES string = COCCOCCOC.COCCOCCOC.COCCOCCOC.COCCOCCOC.COCCOCCOC.COCCOCCOC.ClCCCl
calculated total energy = -3774.9022 Ha

```
146
Properties=species:S:1:pos:R:3:forces:R:3:lowdin_charge:R:1
C -3.6038 0.0652 -2.6803 0.58 -0.41 -0.55 -0.11
O -3.6721 1.4464 -2.4664 0.21 -0.23 0.46 -0.20
C -4.4243 2.1427 -3.4252 0.54 -0.05 -0.22 -0.20
C -4.4938 3.5905 -3.0140 0.51 0.01 -0.13 -0.21
O -5.1623 3.7922 -1.8076 -0.42 -0.05 0.09 -0.12
C -4.4204 3.5484 -0.6236 0.33 -0.37 0.47 -0.18
C -5.3912 3.9133 0.4930 1.06 0.79 0.13 -0.20
O -4.6765 4.1433 1.6866 0.29 -0.79 0.65 -0.20
C -5.5174 4.2305 2.8345 -0.12 1.44 -1.07 -0.10
H -4.5863 -0.3831 -2.8620 -0.02 0.03 0.10 0.09
H -3.1159 -0.4202 -1.8345 -0.29 0.22 0.28 0.08
H -2.9451 -0.1780 -3.5317 -0.27 0.13 -0.15 0.08
H -5.4108 1.6805 -3.5214 -0.18 0.16 -0.03 0.13
H -3.9109 2.0989 -4.3971 -0.14 -0.10 -0.15 0.11
H -4.9729 4.1414 -3.8246 -0.43 0.10 0.20 0.13
H -3.4917 4.0296 -2.9356 0.24 -0.27 -0.06 0.13
H -3.4813 4.1255 -0.5909 -0.44 0.47 0.02 0.14
H -4.0498 2.5216 -0.5129 -0.53 0.01 -0.25 0.12
H -6.1118 3.1192 0.6785 -0.38 0.06 -0.38 0.12
H -5.8163 4.8723 0.1909 -0.76 -0.18 -0.10 0.13
H -5.8751 5.2764 2.8872 0.06 -0.22 0.27 0.09
H -4.9202 4.0290 3.7166 -0.14 -0.33 0.05 0.08
H -6.4331 3.6420 2.7140 0.33 -0.46 0.32 0.08
C 2.5570 1.5950 0.5721 0.88 -1.15 -0.37 -0.12
O 3.0364 2.8439 0.1440 -0.90 0.71 0.34 -0.15
C 4.1339 2.6877 -0.6840 2.16 -1.00 0.10 -0.22
C 3.8076 1.8535 -1.9163 -0.74 1.63 -1.54 -0.16
O 4.5218 2.4247 -3.0210 1.13 -0.03 0.61 -0.13
C 4.4491 1.6973 -4.2082 -1.38 0.13 -0.98 -0.22
C 5.1099 0.3315 -4.2372 -0.47 0.29 1.68 -0.21
O 6.4697 0.4108 -3.8976 0.21 -0.25 -0.32 -0.17
C 7.2582 1.0763 -4.8395 0.40 -0.40 -0.43 -0.12
H 1.6205 1.6131 1.1184 0.02 0.66 0.12 0.08
H 3.3551 1.1374 1.1656 -0.27 -0.19 0.37 0.09
H 2.3948 0.9101 -0.2697 -0.17 0.14 -0.01 0.07
H 5.0148 2.2311 -0.1846 -0.54 -0.45 0.48 0.13
H 4.6180 3.6404 -0.8997 -0.94 0.34 -0.63 0.13
H 2.7510 2.0875 -2.1249 0.05 -0.56 0.10 0.11
H 3.9487 0.7706 -1.9071 0.08 0.20 0.56 0.12
H 4.8413 2.3128 -5.0212 0.30 0.20 0.26 0.12
H 3.3798 1.6202 -4.4728 0.06 -0.52 -0.03 0.12
H 4.8465 -0.1970 -5.1566 0.44 0.04 -0.32 0.13
H 4.7337 -0.2625 -3.4021 -0.39 -0.17 -0.25 0.11
H 7.2088 0.5737 -5.8141 -0.12 0.04 -0.10 0.09
H 8.2849 0.9710 -4.5005 0.09 0.31 0.07 0.09
H 6.9827 2.1214 -4.9777 0.11 0.13 0.14 0.08
C -4.8945 -7.1832 10.8830 0.21 1.06 1.09 -0.14
O -4.7158 -6.9274 9.5192 -0.15 0.04 -0.16 -0.17
C -4.7528 -5.5310 9.2451 -0.20 -0.61 -0.27 -0.20
C -4.5196 -5.2922 7.7660 0.60 0.74 0.45 -0.18
O -3.1214 -5.2321 7.4852 -0.72 -0.13 0.26 -0.12
C -2.8596 -5.3380 6.1196 1.08 -0.71 -0.48 -0.22
C -1.4018 -5.0050 5.8655 -0.69 1.03 -0.59 -0.25
O -0.5203 -6.0269 6.1976 -0.57 -0.30 0.28 -0.16
C 0.8150 -5.6726 6.0158 0.71 0.23 0.85 -0.12
H -5.7816 -6.6840 11.3057 -0.20 -0.14 -0.37 0.08
H -4.0723 -6.7274 11.4596 0.12 -0.29 -0.07 0.09
H -4.9575 -8.2341 11.1440 0.10 -0.19 -0.54 0.08
H -3.9945 -4.9922 9.8369 -0.13 -0.09 -0.14 0.13
H -5.7539 -5.1350 9.4950 0.23 -0.08 0.09 0.13
H -4.9372 -4.2892 7.5750 -0.13 -0.27 -0.37 0.13
H -4.9890 -6.0504 7.1346 -0.21 0.00 0.18 0.13
H -3.4576 -4.6916 5.4666 -0.21 0.36 0.40 0.13
H -3.0224 -6.3561 5.7348 -0.16 -0.09 0.26 0.14
H -1.1727 -4.0750 6.4110 0.12 -0.13 0.08 0.13
H -1.3723 -4.7366 4.7923 0.43 -0.28 0.05 0.11
H 1.0762 -5.6312 4.9585 0.21 0.02 -0.06 0.09
H 1.4283 -6.3719 6.5851 -0.04 -0.45 -0.52 0.09
H 1.0807 -4.7327 6.5248 -0.37 0.28 -0.40 0.09
C 6.0826 -5.5015 7.8682 0.17 1.27 -0.39 -0.10
O 5.1171 -4.8482 7.0582 -0.08 -0.29 0.24 -0.21
C 5.7123 -4.1302 5.9912 -1.51 -0.40 0.11 -0.20
C 4.5948 -3.2833 5.3963 0.63 0.53 0.21 -0.18
O 5.2453 -2.3907 4.5075 -0.07 -0.67 -0.02 -0.13
C 4.3990 -1.6241 3.7183 0.04 1.58 -0.13 -0.20
C 3.5328 -0.6328 4.4910 -0.23 0.26 0.33 -0.20
O 3.2491 0.4083 3.5602 -0.82 -0.72 0.40 -0.19
C 2.3178 1.3096 4.0633 -0.95 1.90 0.39 -0.15
H 5.5850 -6.2010 8.5262 -0.02 -0.24 -0.08 0.08
H 6.5742 -4.7207 8.4639 0.13 -0.25 0.22 0.09
H 6.8531 -5.9416 7.2299 -0.06 -0.47 0.17 0.09
H 6.0407 -4.8698 5.2565 0.62 0.32 -0.10 0.13
H 6.4731 -3.4354 6.3525 0.35 -0.23 -0.16 0.13
H 4.1546 -2.7196 6.2281 -0.23 -0.08 -0.07 0.13
H 3.8173 -3.8527 4.8832 0.03 -0.19 0.02 0.13
H 3.7697 -2.1379 2.9850 0.04 -0.61 0.24 0.13
H 5.0592 -0.9727 3.1431 0.08 -0.13 -0.16 0.13
H 4.0320 -0.1993 5.3716 0.40 -0.16 -0.21 0.13
H 2.6021 -1.0501 4.9017 -0.04 -0.16 -0.39 0.12
H 2.7124 1.9170 4.8929 0.36 -0.02 -0.24 0.09
H 1.3265 1.0267 4.4670 0.44 -1.40 -0.15 0.09
H 1.9856 1.9855 3.2725 0.65 0.11 -0.13 0.07
C -1.7878 9.3511 -7.1556 -0.07 1.13 0.04 -0.12
O -1.4956 8.2639 -7.9971 0.29 0.11 0.57 -0.18
C -2.5337 7.3628 -8.3064 1.19 0.09 -0.33 -0.20
C -2.8348 6.3690 -7.2234 -1.23 -0.39 -0.55 -0.21
O -1.8986 5.3348 -7.1591 1.49 0.69 0.12 -0.12
C -2.0687 4.5386 -6.0245 -1.45 0.21 0.48 -0.22
C -1.3068 3.2544 -6.1480 -0.60 -0.82 0.12 -0.22
O 0.0367 3.2557 -5.7474 0.01 0.34 -0.76 -0.18
C 0.9550 3.5406 -6.8163 0.50 0.26 0.93 -0.08
H -1.3212 9.3933 -6.1595 0.23 -0.85 -0.23 0.08
H -2.8565 9.4991 -6.9489 0.00 -0.13 -0.41 0.09
H -1.3838 10.2343 -7.6701 -0.37 0.01 0.12 0.09
H -2.0973 6.8442 -9.1618 -0.37 -0.35 -0.05 0.13
H -3.4222 7.8874 -8.6652 -0.21 0.05 0.29 0.13
H -3.7694 5.8794 -7.5392 -0.36 0.20 0.31 0.13
H -3.0044 6.8434 -6.2541 0.13 0.14 0.11 0.13
H -3.1632 4.3851 -5.9522 0.04 -0.91 -0.22 0.11
H -1.9468 5.0134 -5.0362 0.97 0.43 -0.34 0.14
H -1.4033 2.8977 -7.1784 -0.01 -0.01 -0.05 0.13
H -1.8338 2.5294 -5.5184 0.16 -0.08 0.09 0.11
H 1.5603 2.6498 -7.0095 -0.07 0.06 -0.05 0.08
H 1.6015 4.3369 -6.4331 0.11 -0.14 -0.26 0.09
H 0.5082 3.8983 -7.7436 -0.36 -0.09 0.15 0.08
C -0.7234 -1.9460 3.4706 -0.82 1.76 -0.81 -0.11
O 0.4561 -2.1645 2.7566 0.72 -0.77 0.55 -0.20
C 0.7318 -1.1861 1.7645 -0.68 -0.51 1.01 -0.18
C -0.0365 -1.5442 0.5116 0.32 0.50 -0.90 -0.17
O 0.7532 -1.0924 -0.5930 -0.96 -0.14 -0.06 -0.14
C 0.1616 -1.5359 -1.8131 1.38 0.16 -0.03 -0.21
C 1.0012 -1.0052 -2.9637 -0.77 0.00 -0.99 -0.19
O 1.1832 0.3965 -3.0400 0.97 -0.03 0.75 -0.20
C 0.1789 1.2397 -2.4976 -0.13 -0.12 -1.47 -0.06
H -0.8790 -2.6547 4.2707 0.23 -0.25 -0.05 0.06
H -1.5932 -1.8952 2.7912 -0.01 -0.65 0.14 0.09
H -0.7438 -0.9124 3.8664 0.30 -0.26 0.40 0.09
H 1.7993 -1.2177 1.5748 0.10 -0.05 -0.16 0.12
H 0.4941 -0.2269 2.2355 -0.05 0.30 -0.56 0.11
H -1.0466 -1.1232 0.4215 0.08 0.28 0.26 0.13
H -0.1864 -2.6300 0.4578 0.33 -0.06 0.14 0.13
H -0.8765 -1.2160 -1.9201 -0.14 -0.28 0.30 0.09
H 0.2839 -2.6245 -1.8174 -0.60 -0.09 -0.31 0.13
H 0.5376 -1.2419 -3.9324 -0.26 -0.64 0.33 0.08
H 1.9465 -1.5528 -2.9811 0.33 0.60 0.24 0.12
H 0.5859 1.8701 -1.7113 -0.21 -0.25 0.42 0.09
H -0.7030 0.6507 -2.2617 -0.06 0.37 0.64 0.07
H -0.1264 1.8922 -3.3227 -0.01 0.19 0.12 0.08
Cl 1.5492 -3.9022 -5.7747 0.06 0.07 0.04 0.54
C 0.4220 -3.5207 -7.0986 0.60 -0.29 -0.87 -0.67
C -1.0204 -3.7590 -6.7074 0.51 0.45 0.27 -0.62
Cl -1.3882 -2.8145 -5.2170 -0.31 -0.26 -0.28 0.53
H 0.7376 -4.1751 -7.9165 -0.43 -0.27 0.14 0.07
H 0.6634 -2.5397 -7.5051 -0.34 0.31 0.60 0.07
H -1.1666 -4.8165 -6.5181 -0.18 0.00 0.25 0.07
H -1.7096 -3.4126 -7.4699 0.03 -0.01 -0.13 0.07
```
Positions in Å, forces in eV/Å.

---

Number 1: frontier orbital gap 0.3352 Eh. Number 2: frontier orbital gap 0.3445 Eh.